15
Properties=species:S:1:pos:R:3:nbo_charge:R:1 method="wB97M-V/def2-TZVPD" homo_lumo_gap_ha=0.3004 total_charge=0 e_homo_ev=-7.421 e_tot_ev=-9405.9931
H -1.25201 -2.23143 0.64325 0.23
O 0.68298 1.43884 1.38618 -0.68
H -1.24049 -0.99134 -1.43677 0.22
C 0.67162 1.46436 0.01322 0.06
C -1.13491 -1.15298 0.75776 -0.65
O 1.96395 -0.45648 -1.73970 -0.58
H -0.24574 1.08196 -1.82250 0.25
H 1.53901 -0.65386 0.28647 0.17
H -0.12698 1.03794 1.72196 0.48
H 1.22014 2.29769 -0.40419 0.20
H -0.35750 -1.00093 1.51065 0.20
C -0.21459 0.72556 -0.79993 -0.25
H -2.07979 -0.77189 1.16540 0.21
C -0.80000 -0.52533 -0.56522 -0.28
C 1.37431 -0.26214 -0.71659 0.41